Record 1
Entry from OMol25: C6H11BrO3 in the gas phase at a distorted geometry (ωB97M-V/def2-TZVPD).

Structure (XYZ):
```
21
Properties=species:S:1:pos:R:3
O -0.22938 2.20950 1.20417
O 0.88261 1.38309 0.80844
C 0.62791 0.77027 -0.41874
O 1.35782 1.54455 -1.39837
C -0.86476 0.65806 -0.81090
C -1.62539 -0.18921 0.23524
C -0.91438 -1.53602 0.34597
C 0.50880 -1.34472 0.81194
C 1.21661 -0.60010 -0.37516
Br 3.09785 -0.68963 -0.02339
H 0.11932 3.19390 1.05741
H 2.27018 1.13674 -1.54056
H -0.93336 0.18338 -1.71684
H -1.44258 1.51980 -0.77223
H -2.54705 -0.36230 -0.22435
H -1.61871 0.24771 1.18591
H -1.51225 -2.11832 1.10497
H -0.98440 -1.92227 -0.66896
H 0.65577 -0.60243 1.62282
H 0.93449 -2.30405 0.93930
H 1.00089 -1.17795 -1.36666
```

The value obtained for the orbital gap is 10.88 eV. The calculation puts the LUMO energy at 0.7358 eV. The HOMO energy comes out at -10.1 eV. As for the energy above the lowest of the compared OMol25 structures with the same formula, charge and spin: 404.1 kJ/mol.

For reference, the Mulliken charges in units of e are: number 1, O, carries -0.382; number 2, O, carries -0.259; number 3, C, carries 1.026; number 4, O, carries -0.648; number 5, C, carries -1.152; number 6, C, carries -0.826; number 7, C, carries -0.602; number 8, C, carries -0.868; number 9, C, carries -0.604; number 10, Br, carries -0.065; number 11, H, carries 0.333; number 12, H, carries 0.396; number 13, H, carries 0.563; number 14, H, carries 0.338; number 15, H, carries 0.376; number 16, H, carries 0.488; number 17, H, carries 0.297; number 18, H, carries 0.352; number 19, H, carries 0.430; number 20, H, carries 0.443; number 21, H, carries 0.363


Record 2
Entry from OMol25: 2 unconnected molecules or ions with the total composition CH10N3 at a distorted geometry (ωB97M-V/def2-TZVPD).

Structure (XYZ):
```
14
Properties=species:S:1:pos:R:3
N 0.52865 1.93795 0.63324
H 0.40717 0.83858 0.28487
H -0.42269 2.29579 0.69154
H 1.07935 2.43431 -0.05595
H 1.12653 1.87559 1.43984
N 1.00966 -0.58202 -0.16019
C -0.25627 -1.32787 -0.25071
N -1.38785 -0.42647 -0.31591
H 1.48766 -0.83864 0.69381
H 1.57592 -0.76852 -0.97328
H -0.38586 -1.90584 0.66624
H -0.29368 -2.01275 -1.10579
H -1.42075 0.04395 -1.21163
H -2.29317 -0.73151 -0.01982
```

The value obtained for the orbital gap is 10.31 eV. The calculation puts the LUMO energy at -3.3692 eV. The HOMO energy comes out at -13.7 eV. As for the energy above the lowest of the compared OMol25 structures with the same formula, charge and spin: 49.6 kJ/mol. The charge is +1.

For reference, the Mulliken charges in units of e are: number 1, N, carries -0.532; number 2, H, carries 0.371; number 3, H, carries 0.374; number 4, H, carries 0.360; number 5, H, carries 0.370; number 6, N, carries -0.649; number 7, C, carries -0.389; number 8, N, carries -0.561; number 9, H, carries 0.297; number 10, H, carries 0.248; number 11, H, carries 0.343; number 12, H, carries 0.354; number 13, H, carries 0.205; number 14, H, carries 0.208